1.
62
Properties=species:S:1:pos:R:3:lowdin_spin:R:1 method="wB97M-V/def2-TZVPD" homo_energy_ha="-0.3890 / -0.3893" max_force_ev_per_a=2.38 spin_multiplicity=2 total_charge=+1
O -0.44291 0.39603 -0.62494 0.006
C 0.61920 0.02635 -1.53835 0.001
C 0.05527 0.88715 -2.65406 0.000
H 0.60267 -1.05337 -1.71337 0.000
H 1.58592 0.34171 -1.13482 0.000
C -1.05546 1.24907 -1.63365 0.000
H -0.28416 0.30652 -3.51642 0.000
H 0.68930 1.73583 -2.94353 0.000
C -2.43951 0.70977 -1.94563 0.000
H -2.38040 -0.37194 -2.10305 0.000
H -2.85496 1.19432 -2.83631 0.000
H -3.10293 0.90059 -1.09588 0.000
C -1.09035 2.70109 -1.20307 0.000
H -0.08208 3.08710 -1.03996 0.000
H -1.65893 2.81326 -0.27473 0.000
H -1.58151 3.30758 -1.97046 0.000
V -0.29621 0.45746 2.34338 1.204
C 0.49024 2.12831 3.54198 -0.019
C 1.57954 1.21116 3.51517 -0.006
C 2.04268 1.10276 2.15985 -0.027
H 2.05565 0.77082 4.38746 0.001
C 1.22931 1.94883 1.33966 -0.021
C 0.25602 2.58743 2.18329 -0.016
H -0.44361 3.36513 1.88314 0.001
H -0.00241 2.50009 4.43911 0.000
H 2.90673 0.54443 1.82214 -0.001
H 1.42944 2.20908 0.30526 -0.001
C -1.88097 0.03639 3.81292 -0.003
C -2.16098 1.28635 3.15751 -0.016
C -2.40101 1.01482 1.76072 -0.009
H -2.23976 2.26026 3.63373 0.000
C -2.34333 -0.40756 1.58040 -0.023
C -2.07556 -1.00931 2.84596 -0.021
H -2.08494 -2.06912 3.06679 0.000
H -1.69419 -0.10879 4.87503 0.003
H -2.72737 1.74393 1.02745 0.001
H -2.54064 -0.94301 0.65534 -0.001
O 0.37236 -0.83840 -5.31007 0.000
C -0.18988 0.10794 -6.24962 0.000
C 0.08347 -0.35326 -7.69735 0.000
H 0.29282 1.08872 -6.07552 0.000
H -1.27156 0.21670 -6.04642 0.000
C 1.20040 -1.39539 -7.54381 0.000
H 0.38377 0.48336 -8.32694 0.000
H -0.81170 -0.82107 -8.12142 0.000
C 1.03907 -1.87365 -6.08538 0.000
H 2.17557 -0.91772 -7.68231 0.000
H 1.09947 -2.21268 -8.25602 0.000
H 2.00334 -2.11812 -5.60750 0.000
H 0.40353 -2.78259 -6.08600 0.000
Se 0.73066 -1.64855 2.13574 -0.059
C 1.16483 -2.09042 3.97368 0.008
C 0.18301 -2.58064 4.85082 0.001
C 0.48232 -2.73375 6.20557 0.000
C 1.77501 -2.46915 6.67326 -0.001
C 2.78036 -2.06525 5.78250 0.001
C 2.48162 -1.88987 4.43002 0.000
H -0.80530 -2.81810 4.46168 0.000
H -0.30022 -3.07717 6.88446 0.000
H 2.00705 -2.60191 7.73280 0.000
H 3.79884 -1.89607 6.13277 0.000
H 3.24337 -1.57346 3.71705 0.000

---

2.
85
Properties=species:S:1:pos:R:3:lowdin_charge:R:1 method="wB97M-V/def2-TZVPD" homo_energy_ha=-0.4262 max_force_ev_per_a=0.49 total_charge=+1
Pt -0.03959 -0.34242 -0.17635 1.279
O 2.71566 1.00795 2.32735 0.137
C 1.90085 0.20213 1.95898 -0.561
O 0.69075 0.51802 1.52472 -0.219
C 2.19096 -1.29164 1.98992 -0.083
C 0.91867 -2.13956 2.11946 -0.211
C 1.26847 -3.57274 2.49787 -0.066
C 1.90471 -4.10022 1.18462 -0.066
C 1.77429 -2.89078 0.26344 -0.241
O 0.51752 -2.30242 0.71428 -0.228
C 2.77871 -1.79884 0.63276 -0.082
C 2.87276 -0.74928 -0.47708 -0.540
O 3.93780 -0.32490 -0.83359 0.150
O 1.73731 -0.43154 -1.10527 -0.235
H 2.88874 -1.47159 2.80467 0.168
H 0.10131 -1.67761 2.66415 0.160
H 0.37047 -4.12914 2.75822 0.124
H 1.94686 -3.60326 3.34808 0.129
H 1.35035 -4.94809 0.78550 0.121
H 2.94500 -4.40009 1.29627 0.130
H 1.70618 -3.11312 -0.79865 0.144
H 3.78283 -2.19329 0.76429 0.167
C -0.93612 5.31457 2.17770 -0.055
C -0.61169 5.52948 0.84485 -0.055
C -0.42417 4.45073 -0.00108 -0.080
C -0.58591 3.14628 0.48010 -0.327
C -0.92133 2.93524 1.80862 -0.072
C -1.08764 4.02172 2.65274 -0.045
P -0.29393 1.90524 -0.81499 1.087
C -1.54386 2.17486 -2.08691 -0.329
C -1.29868 1.77121 -3.39978 -0.151
C -2.19300 2.08752 -4.41023 -0.074
C -3.35040 2.79191 -4.11084 -0.048
C -3.60780 3.18265 -2.80366 -0.039
C -2.70868 2.88450 -1.79331 -0.062
C 1.31906 2.42637 -1.43567 -0.341
C 1.57481 2.90142 -2.72000 -0.071
C 2.83376 3.39128 -3.03238 -0.057
C 3.83531 3.41785 -2.07318 -0.045
C 3.57253 2.97584 -0.78476 -0.036
C 2.31936 2.49058 -0.46342 -0.085
H -1.06735 6.15597 2.84463 0.112
H -0.49137 6.53407 0.46307 0.113
H -0.15159 4.63313 -1.03244 0.116
H -1.04685 1.93254 2.19039 0.097
H -1.33657 3.85035 3.69111 0.114
H -0.39707 1.21515 -3.63808 0.103
H -1.98774 1.78369 -5.42867 0.117
H -4.05055 3.03882 -4.89769 0.115
H -4.50941 3.73137 -2.56821 0.117
H -2.90823 3.20499 -0.78153 0.108
H 0.80398 2.94399 -3.47413 0.091
H 3.02404 3.76555 -4.02936 0.111
H 4.81645 3.79628 -2.32663 0.114
H 4.34118 3.00097 -0.02461 0.124
H 2.12299 2.18288 0.55529 0.087
C -1.65436 -2.61770 -4.73563 -0.165
N -2.74360 -2.35854 -3.79375 -0.131
C -3.02404 -3.57726 -3.03809 -0.164
N -1.84791 -4.09236 -2.34275 -0.132
C -0.76628 -4.29751 -3.30499 -0.164
N -0.43736 -3.10355 -4.08634 -0.135
C 0.19711 -2.06692 -3.27661 -0.267
P -0.95387 -1.55750 -1.93664 0.993
C -2.46761 -1.20683 -2.94771 -0.251
C -1.44694 -3.20491 -1.26051 -0.263
H -1.43042 -1.70682 -5.29342 0.133
H -1.99107 -3.37974 -5.43929 0.136
H -3.37378 -4.33703 -3.73786 0.137
H -3.81456 -3.38119 -2.31277 0.126
H -1.07474 -5.07834 -4.00108 0.136
H 0.12523 -4.64038 -2.77660 0.133
H 0.44055 -1.20027 -3.89566 0.103
H 1.13722 -2.42388 -2.85521 0.090
H -2.29821 -0.34024 -3.57769 0.064
H -3.31001 -0.99016 -2.28900 0.088
H -2.26561 -3.05687 -0.55506 0.089
H -0.61345 -3.63547 -0.70947 0.084
Cl -3.49687 -1.66178 2.85073 0.639
C -4.00369 -0.55178 1.57435 -1.499
Cl -5.10650 0.64245 2.21698 0.669
Cl -4.81366 -1.47389 0.27090 0.626
C -2.77922 0.13520 0.89765 -0.763
O -2.81375 1.29685 0.58146 0.020
O -1.81857 -0.70547 0.70166 -0.265

---

3.
33
Properties=species:S:1:pos:R:3:lowdin_charge:R:1 method="wB97M-V/def2-TZVPD" homo_energy_ha=-0.1697 max_force_ev_per_a=9.26 total_charge=-1
C -0.67577 -1.04256 -1.74011 -0.333
O 0.11039 -2.10573 -1.68221 -0.171
C -0.78498 -0.37979 -0.25064 -0.279
C -1.42218 1.09167 -0.40926 -0.148
C -0.56956 2.36942 -0.40657 -0.228
C 1.73150 2.17652 0.78250 -0.113
N 0.93640 2.20562 -0.46098 -0.120
N -1.46446 -1.23730 0.78767 0.100
H -1.69867 -1.31930 -2.14550 0.125
H -0.08910 -0.22711 -2.30534 0.098
H 0.30253 -0.35733 0.00284 0.098
H -2.21037 1.09605 0.39664 0.106
H -1.97477 1.14467 -1.35504 0.070
H -0.82820 2.93662 0.56412 0.120
H -0.80058 3.14721 -1.14762 0.077
H 2.76730 2.52460 0.61796 0.071
H 1.33504 2.72510 1.64632 0.081
H 1.76752 1.14952 0.99111 0.020
H 1.14537 1.43852 -1.04750 0.061
H -2.31326 -1.40209 0.58822 -0.033
H -0.85542 -2.00686 0.91166 0.045
H 1.45754 -1.23654 1.23711 0.024
H 2.43567 -1.70416 2.45514 0.040
O 1.85407 -0.98731 2.16003 -0.148
H 1.26145 -3.61990 0.26449 -0.061
H 0.79746 -2.26489 -0.82959 0.014
O 1.26993 -2.69716 0.37340 -0.323
H -1.12525 -0.75864 3.73599 -0.061
H 0.16792 -0.60292 3.02756 -0.045
O -0.25280 -0.71658 3.84782 -0.017
H -0.54875 1.33894 -3.28687 -0.022
H -1.45833 2.40623 -2.82417 0.022
O -1.17070 1.94708 -3.65402 -0.072

---

4.
15
Properties=species:S:1:pos:R:3:lowdin_charge:R:1 method="wB97M-V/def2-TZVPD" homo_energy_ha=-0.4858 max_force_ev_per_a=4.43 total_charge=+1
C 0.05530 0.01925 -0.87185 -0.494
C -1.44098 0.30571 -0.80747 -0.042
C -1.40068 0.68867 1.47720 0.128
N 0.75448 0.20088 -1.92447 0.157
N 0.37218 -0.49746 0.32563 -0.050
N 1.78140 -0.66242 0.46312 0.109
O -1.72122 1.07489 0.35383 0.045
H -1.96820 0.86380 -1.59216 0.160
H -1.78865 -0.70616 -0.77789 0.138
H -1.39220 -0.40744 1.82475 0.154
H -1.41179 1.36142 2.29521 0.121
H 1.70070 -0.13644 -1.89364 0.022
H 1.93136 -1.61470 0.95124 0.218
H 2.32491 0.20006 0.69769 0.188
H 2.20339 -0.69006 -0.52120 0.145